(1)
A structure of composition C39H46BEuF2N7O5 at a distorted geometry. Source: the OMol25 dataset; level of theory: ωB97M-V with the def2-TZVPD basis set.

Each line ends with the Löwdin spin population.
Geometry (Å):
Eu1 -0.337 0.073 0.159  4.052
C1 3.087 0.987 0.019  0.002
N1 1.963 1.833 -0.377  0.001
C2 2.162 2.395 -1.715  0.000
C3 1.063 3.377 -2.151  0.000
N2 -0.085 2.866 -2.956  0.000
C4 -0.257 3.868 -3.945  0.000
C5 -1.104 3.789 -5.043  0.000
C6 -1.076 4.859 -5.900  0.000
C7 -0.185 5.926 -5.731  0.000
C8 0.670 5.974 -4.642  0.000
C9 0.601 4.923 -3.733  0.000
N3 1.366 4.636 -2.590  0.000
C10 2.991 -0.419 -0.519  0.000
N4 1.894 -0.991 -1.008  -0.003
C11 2.265 -2.319 -1.337  0.000
C12 1.546 -3.340 -1.945  0.000
C13 2.138 -4.591 -2.075  0.001
C14 3.458 -4.787 -1.728  0.000
C15 4.230 -3.748 -1.169  0.000
C16 3.611 -2.524 -0.997  0.000
N5 4.040 -1.296 -0.426  0.000
H1 3.160 0.883 1.123  0.002
H2 4.064 1.397 -0.324  0.000
H3 1.921 2.609 0.280  0.000
H4 2.265 1.566 -2.452  0.000
H5 3.110 2.952 -1.794  0.000
H6 -1.722 2.895 -5.148  0.000
H7 -1.756 4.904 -6.741  0.000
H8 -0.221 6.726 -6.446  0.000
H9 1.362 6.787 -4.510  0.000
H10 2.308 4.996 -2.536  0.000
H11 0.532 -3.144 -2.231  0.000
H12 1.560 -5.440 -2.436  0.001
H13 3.899 -5.755 -1.860  0.000
H14 5.275 -3.904 -0.868  0.000
H15 5.010 -1.050 -0.295  0.000
C17 -0.433 -2.223 3.684  0.011
C18 0.986 -1.706 3.938  0.017
C19 1.980 -1.990 2.801  0.009
C20 0.980 -0.262 4.439  0.170
C21 1.395 0.078 5.700  -0.006
C22 1.199 1.356 6.230  0.229
C23 0.623 2.360 5.456  -0.003
C24 0.241 2.189 4.160  0.162
C25 -0.350 3.332 3.341  0.017
C26 0.729 3.948 2.424  0.011
C27 -1.702 2.996 2.701  0.008
C28 0.494 0.847 3.531  0.029
N6 0.352 0.676 2.286  0.295
H16 -0.437 -3.187 3.149  0.002
H17 -1.053 -1.530 3.081  0.001
H18 -0.959 -2.383 4.642  0.000
H19 1.381 -2.266 4.793  0.000
H20 1.701 -1.551 1.829  0.000
H21 2.107 -3.073 2.603  0.001
H22 2.979 -1.600 3.054  0.000
H23 1.816 -0.716 6.330  -0.005
H24 1.469 1.581 7.259  0.014
H25 0.502 3.371 5.876  -0.005
H26 -0.544 4.084 4.122  0.000
H27 1.129 3.141 1.782  0.001
H28 1.572 4.341 3.035  0.000
H29 0.363 4.798 1.803  0.001
H30 -1.679 2.063 2.135  0.002
H31 -2.025 3.827 2.018  0.000
H32 -2.503 2.902 3.465  0.000
F1 -1.292 4.457 -1.210  0.000
B1 -0.568 3.359 -1.555  0.000
F2 -0.837 2.316 -0.676  -0.003
C29 -3.881 1.373 -0.415  0.000
C30 -3.654 0.489 -1.628  0.000
O1 -2.226 0.274 -1.859  -0.002
C31 -1.972 -0.358 -3.150  0.000
C32 -0.496 -0.363 -3.458  0.000
H33 -4.961 1.584 -0.343  0.000
H34 -3.348 2.325 -0.461  0.000
H35 -3.634 0.833 0.522  0.000
H36 -4.055 0.928 -2.561  0.000
H37 -4.119 -0.507 -1.503  0.000
H38 -2.552 0.198 -3.916  0.000
H39 -2.397 -1.378 -3.118  0.000
H40 -0.082 0.670 -3.386  0.000
H41 -0.328 -0.774 -4.468  0.000
H42 0.092 -1.004 -2.777  0.000
O2 -0.657 -2.274 -0.301  -0.004
C33 -1.761 -2.369 0.371  -0.003
O3 -2.302 -1.315 0.877  -0.008
C34 -2.279 -3.701 0.575  0.012
C35 -3.604 -3.838 0.952  0.123
C36 -4.090 -5.121 1.109  0.012
C37 -3.236 -6.197 0.946  0.101
C38 -1.897 -5.969 0.617  0.060
C39 -1.388 -4.727 0.415  0.043
N7 -1.026 -7.089 0.430  0.230
O4 0.157 -6.847 0.114  0.196
O5 -1.508 -8.224 0.579  0.200
H43 -4.185 -2.956 1.121  0.010
H44 -5.127 -5.301 1.348  -0.003
H45 -3.552 -7.238 1.054  0.011
H46 -0.354 -4.569 0.137  0.005

Output
HOMO level (alpha / beta) in eV: -1.76 / -3.92
LUMO energy (alpha / beta) in eV: 1.811 / 0.855
2S+1: 7
ΔE to the lowest compared entry with this formula, charge and spin in kcal/mol: 1.43
Total charge: -1
Frontier orbital gap (alpha / beta) in eV: 3.6 / 4.8
Expectation value of S²: 12.184

(2)
A structure of composition C39H46Br2Cl2N6NbO3 at a distorted geometry. Source: the OMol25 dataset; level of theory: ωB97M-V with the def2-TZVPD basis set.

Each line ends with the Mulliken charge.
Geometry (Å):
C1 5.870 -0.709 3.658  -0.859
C2 5.709 -1.977 2.633  -0.085
Br1 5.553 -3.776 3.585  -0.138
C3 4.707 -1.787 1.380  -0.438
Br2 5.025 -3.369 0.132  -0.166
Nb1 2.496 -1.501 1.751  -0.466
Cl1 2.651 -1.823 4.225  -0.380
C4 0.247 -1.313 1.854  -0.422
C5 -0.414 -0.657 3.172  0.106
C6 -1.540 -1.716 3.809  -0.412
C7 -2.952 -1.364 2.995  0.389
O1 -3.370 -2.156 2.006  -0.552
O2 -3.665 -0.132 3.384  -0.446
C8 2.865 0.766 1.866  -0.729
C9 2.206 1.514 3.155  0.577
O3 2.569 1.426 4.434  -0.501
Cl2 0.789 2.699 2.782  -0.229
H1 7.006 -0.738 4.030  0.325
H2 5.227 -0.755 4.630  0.238
H3 5.792 0.334 3.082  0.218
H4 6.795 -2.072 2.134  0.426
H5 5.093 -0.847 0.753  0.426
H6 2.286 -3.306 1.595  0.140
H7 2.327 -1.273 -0.076  0.017
H8 -0.133 -0.683 0.914  0.195
H9 -0.243 -2.390 1.703  0.213
H10 -1.056 0.290 2.840  -0.086
H11 0.292 -0.302 4.025  0.143
H12 -1.247 -2.847 3.603  0.324
H13 -1.686 -1.476 4.956  0.300
H14 -3.444 0.569 2.674  0.338
H15 4.029 0.892 1.945  0.240
H16 2.569 1.266 0.823  0.300
N1 0.393 -4.982 -0.368  -0.411
C10 -0.866 -4.731 -0.788  -0.273
C11 -1.223 -4.602 -2.121  -0.522
C12 -0.228 -4.735 -3.084  -0.228
C13 1.079 -4.993 -2.683  -0.090
C14 1.337 -5.109 -1.327  -0.446
H17 -1.606 -4.632 0.001  0.378
H18 -2.251 -4.402 -2.401  0.376
H19 -0.469 -4.640 -4.139  0.384
H20 1.876 -5.102 -3.409  0.428
H21 2.340 -5.313 -0.963  0.394
N2 -3.807 3.493 1.657  -0.464
C15 -5.066 3.744 1.237  0.100
C16 -5.423 3.873 -0.096  -0.465
C17 -4.428 3.740 -1.059  -0.286
C18 -3.121 3.482 -0.658  -0.508
C19 -2.863 3.366 0.698  -0.030
H22 -5.806 3.843 2.026  0.443
H23 -6.451 4.073 -0.376  0.336
H24 -4.669 3.835 -2.114  0.357
H25 -2.324 3.373 -1.384  0.376
H26 -1.860 3.162 1.062  0.341
N3 3.746 -5.660 -5.079  -0.463
C20 3.849 -6.639 -6.004  -0.237
C21 3.942 -6.406 -7.367  -0.498
C22 3.925 -5.089 -7.812  -0.071
C23 3.819 -4.058 -6.884  -0.460
C24 3.734 -4.390 -5.542  -0.189
H27 3.854 -7.651 -5.607  0.347
H28 4.025 -7.232 -8.064  0.346
H29 3.995 -4.867 -8.873  0.395
H30 3.802 -3.020 -7.199  0.385
H31 3.653 -3.621 -4.778  0.442
N4 -7.274 4.551 3.345  -0.346
C25 -7.209 4.322 4.675  -0.151
C26 -8.194 4.703 5.572  -0.637
C27 -9.314 5.364 5.078  -0.082
C28 -9.409 5.616 3.713  -0.693
C29 -8.374 5.193 2.895  -0.117
H32 -6.314 3.806 5.012  0.434
H33 -8.091 4.490 6.630  0.347
H34 -10.106 5.679 5.751  0.357
H35 -10.268 6.129 3.297  0.343
H36 -8.403 5.363 1.822  0.359
N5 2.805 -1.675 -9.552  -0.506
C30 1.869 -1.233 -8.684  -0.165
C31 0.508 -1.427 -8.854  -0.429
C32 0.077 -2.112 -9.985  -0.155
C33 1.017 -2.577 -10.899  -0.386
C34 2.357 -2.338 -10.640  -0.204
H37 2.255 -0.701 -7.819  0.393
H38 -0.199 -1.052 -8.122  0.364
H39 -0.983 -2.282 -10.153  0.362
H40 0.713 -3.114 -11.790  0.349
H41 3.129 -2.684 -11.321  0.388
N6 0.718 6.920 5.268  -0.538
C35 0.966 5.614 5.024  -0.207
C36 1.909 4.867 5.711  -0.118
C37 2.648 5.496 6.707  -0.449
C38 2.418 6.840 6.981  -0.298
C39 1.450 7.502 6.243  -0.243
H42 0.366 5.170 4.235  0.327
H43 2.065 3.820 5.474  0.437
H44 3.398 4.943 7.266  0.374
H45 2.977 7.359 7.751  0.348
H46 1.231 8.551 6.421  0.349

Output
HOMO level in eV: -5.49
LUMO energy in eV: 1.576
Total charge: -1
Frontier orbital gap in eV: 7.1